Version w
Below is a structure of composition C3H3LiNaO3, with properties calculated with wB97M-V/def2-TZVPD.

Values from the calculation:
Gap between HOMO and LUMO: 8.77 eV
Molecular weight: 117.0 g mol⁻¹
LUMO: -4.39 eV

Structure (ORCA input):
```
! RIJCOSX wB97M-V def2-TZVPD def2/J DEFGRID3
* xyz 1 1
O -1.70 0.65 0.61
C -1.11 0.40 -0.44
O -0.65 1.27 -1.26
Na -0.30 0.06 -3.22
O -0.54 -0.76 -0.72
Li -3.04 1.37 -0.74
C 0.68 -1.12 0.54
H 0.01 -1.42 1.34
H 1.29 0.80 -0.07
C 1.69 -0.30 0.63
H 2.38 -0.24 1.47
*
```

Results of the Mulliken charge analysis, in e, for atoms 1 through 8:
1 O -0.712
2 C 0.674
3 O -0.784
4 Na 0.971
5 O -0.500
6 Li 0.925
7 C -0.165
8 H 0.345

---

Version x
Below is a structure of composition C3H3LiNaO3, with properties calculated with wB97M-V/def2-TZVPD.

Values from the calculation:
Gap between HOMO and LUMO: 5.10 eV
Molecular weight: 117.0 g mol⁻¹
LUMO: -5.02 eV

Structure (ORCA input):
```
! RIJCOSX wB97M-V def2-TZVPD def2/J DEFGRID3
* xyz 1 1
H -1.25 -0.91 -0.69
C -1.03 -0.15 0.11
C -2.39 0.43 0.38
O -2.64 1.63 0.36
O -0.04 0.72 -0.17
H -0.86 -0.80 1.00
H -3.20 -0.30 0.57
Na -0.69 2.79 -0.13
C 2.65 -0.89 -0.73
O 3.69 -1.20 -0.40
Li 5.76 -1.32 -0.31
*
```

Results of the Mulliken charge analysis, in e, for atoms 1 through 8:
1 H 0.232
2 C -0.405
3 C 0.181
4 O -0.608
5 O -0.945
6 H 0.224
7 H 0.370
8 Na 0.986

---

The structure with the most favorable energy is version x; the runner-up is 1.000 eV above it.

---

Version w
Below is an isolated molecule of C4H6NP, with properties calculated with wB97M-V/def2-TZVPD.

Values from the calculation:
Gap between HOMO and LUMO (spin up / spin down): 6.70 / 6.70 eV
Molecular weight: 99.1 g mol⁻¹
LUMO (spin up / spin down): -1.00 / -1.00 eV

Structure (ORCA input):
```
! RIJCOSX wB97M-V def2-TZVPD def2/J DEFGRID3
* xyz 0 1
C 0.70 0.20 0.56
C 1.73 0.18 -0.46
C -0.55 -0.26 0.52
C -1.74 0.29 1.24
N 1.54 -0.28 -1.65
P 0.10 -0.53 -2.40
H 1.04 0.67 1.39
H 2.72 0.36 -0.25
H -2.52 -0.54 1.38
H -2.31 0.94 0.56
H -1.37 0.54 2.26
H 0.67 -1.58 -3.15
*
```

Results of the Mulliken charge analysis, in e, for atoms 1 through 8:
1 C -0.022
2 C -0.257
3 C -0.348
4 C -0.798
5 N -0.340
6 P 0.068
7 H 0.395
8 H 0.441

---

Version x
Below is a cluster of 2 separate species, C4H6NP in total, with properties calculated with wB97M-V/def2-TZVPD.

Values from the calculation:
Gap between HOMO and LUMO: 9.34 eV
Molecular weight: 99.1 g mol⁻¹
LUMO: -0.32 eV

Structure (ORCA input):
```
! RIJCOSX wB97M-V def2-TZVPD def2/J DEFGRID3
* xyz 0 1
H 2.49 2.10 -0.27
N 2.15 1.09 -0.32
P 1.45 0.77 1.01
C 1.12 -0.93 0.69
C 1.24 -2.13 0.69
H 1.41 -3.14 0.77
C -1.24 -0.13 -0.18
C -1.93 0.89 -0.57
H -0.73 -0.78 -0.86
H -1.48 -0.38 0.82
H -1.71 1.25 -1.66
H -2.78 1.38 -0.12
*
```

Results of the Mulliken charge analysis, in e, for atoms 1 through 8:
1 H 0.253
2 N -0.445
3 P 0.098
4 C -0.763
5 C 0.416
6 H 0.463
7 C -0.838
8 C -0.379

---

The structure with the most favorable energy is version x; the runner-up is 0.286 eV above it.

---

Version w
Below is an isolated molecule of C6H7ClO, with properties calculated with wB97M-V/def2-TZVPD.

Values from the calculation:
Gap between HOMO and LUMO: 9.65 eV
Molecular weight: 130.6 g mol⁻¹
LUMO: 0.90 eV

Structure (ORCA input):
```
! RIJCOSX wB97M-V def2-TZVPD def2/J DEFGRID3
* xyz 0 1
Cl 0.28 -2.16 0.40
C -0.06 -0.88 1.60
C -0.23 0.50 0.99
C -1.34 0.57 -0.03
C -1.18 1.10 -1.24
O 0.01 1.54 -1.81
C 1.11 1.39 -0.95
C 1.03 0.93 0.29
H 0.80 -0.99 2.33
H -0.97 -1.13 2.12
H -0.38 1.16 1.84
H -2.33 0.21 0.21
H -1.98 1.16 -1.97
H 2.07 1.52 -1.57
H 1.99 0.78 0.82
*
```

Results of the Mulliken charge analysis, in e, for atoms 1 through 8:
1 Cl -0.189
2 C -0.715
3 C 0.507
4 C -0.530
5 C -0.231
6 O -0.371
7 C -0.186
8 C -0.583

---

Version x
Below is an isolated molecule of C6H7ClO, with properties calculated with wB97M-V/def2-TZVPD.

Values from the calculation:
Gap between HOMO and LUMO: 10.02 eV
Molecular weight: 130.6 g mol⁻¹
LUMO: 0.96 eV

Structure (ORCA input):
```
! RIJCOSX wB97M-V def2-TZVPD def2/J DEFGRID3
* xyz 0 1
Cl 3.25 0.05 -0.06
C 1.55 0.17 -0.51
C 0.59 -0.37 0.62
C -0.88 -0.17 0.35
C -1.59 1.10 0.27
C -2.83 0.81 -0.14
O -2.90 -0.52 -0.33
C -1.76 -1.12 -0.03
H 1.35 1.22 -0.72
H 1.36 -0.34 -1.48
H 0.87 0.17 1.57
H 0.78 -1.42 0.74
H -1.28 2.09 0.58
H -3.76 1.38 -0.37
H -1.83 -2.21 -0.05
*
```

Results of the Mulliken charge analysis, in e, for atoms 1 through 8:
1 Cl -0.207
2 C -0.435
3 C -0.797
4 C 0.602
5 C -0.497
6 C -0.265
7 O -0.324
8 C -0.505

---

Version y
Below is a cluster of 2 separate species, C6H7ClO in total, with properties calculated with wB97M-V/def2-TZVPD.

Values from the calculation:
Gap between HOMO and LUMO: 10.06 eV
Molecular weight: 130.6 g mol⁻¹
LUMO: 0.80 eV

Structure (ORCA input):
```
! RIJCOSX wB97M-V def2-TZVPD def2/J DEFGRID3
* xyz 0 1
Cl 1.25 1.05 -1.82
C 0.68 0.00 -0.56
C -0.48 0.34 0.14
C -0.93 -0.51 1.16
C -0.23 -1.68 1.46
C 0.92 -2.00 0.75
C 1.39 -1.17 -0.27
H -1.01 1.26 -0.11
H -1.84 -0.25 1.71
H -0.59 -2.34 2.26
H 1.48 -2.92 0.98
H 2.29 -1.41 -0.83
O -1.19 3.05 -1.32
H -0.37 2.70 -1.75
H -1.38 3.88 -1.80
*
```

Results of the Mulliken charge analysis, in e, for atoms 1 through 8:
1 Cl -0.304
2 C 0.848
3 C -0.627
4 C -0.442
5 C -0.507
6 C -0.278
7 C -0.465
8 H 0.457

---

The structure with the most favorable energy is version y; the runner-up is 0.962 eV above it.

---

Version w
Below is a structure of composition C5H10CuO4, with properties calculated with wB97M-V/def2-TZVPD.

Values from the calculation:
Gap between HOMO and LUMO (spin up / spin down): 5.64 / 7.40 eV
Molecular weight: 197.7 g mol⁻¹
⟨S²⟩: 0.75
LUMO (spin up / spin down): -1.78 / -1.78 eV

Structure (ORCA input):
```
! RIJCOSX wB97M-V def2-TZVPD def2/J DEFGRID3
* xyz 0 2
O 3.57 0.66 -0.56
C 2.75 0.86 0.37
O 2.99 0.58 1.57
O 1.56 1.37 0.02
C 0.54 1.46 1.01
C -0.71 1.99 0.38
H 0.87 2.14 1.81
H 0.36 0.47 1.45
H -1.40 2.31 1.18
H -0.49 2.86 -0.25
Cu 5.15 -0.38 0.89
O -1.40 0.92 -0.46
H -2.14 1.34 -0.90
C -1.20 -2.70 -0.70
C -2.25 -1.79 -1.23
H -1.45 -3.76 -0.88
H -0.21 -2.50 -1.14
H -1.09 -2.60 0.40
H -3.19 -1.69 -0.69
H -2.26 -1.55 -2.30
*
```

Results of the Mulliken charge analysis, in e, for atoms 1 through 8:
1 O -0.738
2 C 0.805
3 O -0.719
4 O -0.261
5 C -0.372
6 C -0.486
7 H 0.333
8 H 0.297

---

Version x
Below is a structure of composition C5H10CuO4, with properties calculated with wB97M-V/def2-TZVPD.

Values from the calculation:
Gap between HOMO and LUMO (spin up / spin down): 6.96 / 8.14 eV
Molecular weight: 197.7 g mol⁻¹
⟨S²⟩: 0.75
LUMO (spin up / spin down): -1.21 / -1.21 eV

Structure (ORCA input):
```
! RIJCOSX wB97M-V def2-TZVPD def2/J DEFGRID3
* xyz 0 2
O -1.71 0.76 2.55
C -2.02 -0.31 1.98
O -2.23 -1.41 2.53
Cu -1.89 -0.38 4.34
O -2.07 -0.23 0.61
C -2.56 -1.36 -0.11
C -2.61 -1.02 -1.55
H -3.57 -1.61 0.28
H -1.92 -2.24 0.08
H -2.73 -1.83 -2.27
H -2.87 -0.01 -1.86
O 0.66 -0.52 -3.16
H 1.12 0.08 -2.55
C 0.34 1.43 -4.67
C -0.29 0.26 -3.93
H 1.40 1.54 -4.39
H 0.28 1.28 -5.76
H -0.18 2.36 -4.42
H -1.09 0.62 -3.26
H -0.75 -0.44 -4.64
*
```

Results of the Mulliken charge analysis, in e, for atoms 1 through 8:
1 O -0.716
2 C 0.864
3 O -0.684
4 Cu 0.546
5 O -0.210
6 C -0.071
7 C -1.047
8 H 0.286

---

The structure with the most favorable energy is version x; the runner-up is 0.634 eV above it.

---

Version w
Below is a cluster of 2 separate species, C4H12OS2 in total, with properties calculated with wB97M-V/def2-TZVPD.

Values from the calculation:
Gap between HOMO and LUMO: 9.48 eV
Molecular weight: 140.3 g mol⁻¹
LUMO: 0.46 eV

Structure (ORCA input):
```
! RIJCOSX wB97M-V def2-TZVPD def2/J DEFGRID3
* xyz 0 1
C -2.71 -0.20 -0.81
C -1.45 0.56 -0.36
C -0.17 0.81 -1.20
S 0.76 -0.77 -1.11
S 1.86 -0.46 0.66
C 3.47 0.10 0.00
H -3.16 0.29 -1.71
H -3.47 -0.18 -0.11
H -2.39 -1.18 -1.19
H -1.18 -0.11 0.47
H -1.73 1.53 0.02
H 0.40 1.66 -0.77
H -0.52 0.89 -2.23
H 3.61 1.13 0.07
H 3.76 -0.25 -1.12
H 4.17 -0.35 0.60
O -0.83 -1.26 2.86
H -0.33 -0.99 3.75
H -0.10 -1.22 2.17
*
```

Results of the Mulliken charge analysis, in e, for atoms 1 through 8:
1 C -1.199
2 C 0.020
3 C -0.473
4 S -0.103
5 S -0.065
6 C -0.856
7 H 0.337
8 H 0.375

---

Version x
Below is a cluster of 2 separate species, C4H12OS2 in total, with properties calculated with wB97M-V/def2-TZVPD.

Values from the calculation:
Gap between HOMO and LUMO: 8.49 eV
Molecular weight: 140.3 g mol⁻¹
LUMO: 0.20 eV

Structure (ORCA input):
```
! RIJCOSX wB97M-V def2-TZVPD def2/J DEFGRID3
* xyz 0 1
C -1.55 -1.98 -0.95
C -0.10 -2.05 -0.39
C 0.09 -1.51 0.99
S -0.01 0.36 1.16
S 0.35 0.94 -0.91
C -0.36 2.66 -0.75
H -2.25 -2.38 -0.22
H -1.59 -2.76 -1.72
H -1.81 -1.05 -1.46
H 0.63 -1.77 -1.14
H 0.00 -3.15 -0.48
H 1.06 -1.76 1.44
H -0.62 -1.81 1.75
H -1.26 2.51 -0.16
H -0.44 3.22 -1.68
H 0.34 3.22 -0.12
O 2.65 2.44 1.92
H 2.86 3.04 1.21
H 2.03 1.82 1.51
*
```

Results of the Mulliken charge analysis, in e, for atoms 1 through 8:
1 C -0.986
2 C -0.701
3 C -0.502
4 S -0.178
5 S -0.057
6 C -0.759
7 H 0.303
8 H 0.367

---

Version y
Below is a cluster of 2 separate species, C4H12OS2 in total, with properties calculated with wB97M-V/def2-TZVPD.

Values from the calculation:
Gap between HOMO and LUMO: 8.33 eV
Molecular weight: 140.3 g mol⁻¹
LUMO: 0.36 eV

Structure (ORCA input):
```
! RIJCOSX wB97M-V def2-TZVPD def2/J DEFGRID3
* xyz 0 1
C -0.81 1.00 -1.78
C -0.84 1.98 -0.59
S 0.80 2.67 -0.28
S 1.91 1.58 1.10
C 1.23 -0.13 0.94
C 2.21 -1.14 0.38
H -1.48 0.14 -1.64
H 0.15 0.72 -2.22
H -1.21 1.56 -2.64
H -1.12 1.46 0.33
H -1.60 2.75 -0.69
H 0.73 -0.58 1.81
H 0.40 -0.09 0.23
H 1.66 -2.01 -0.01
H 2.87 -1.60 1.12
H 2.90 -0.76 -0.37
O -2.69 -2.90 1.46
H -3.20 -2.19 1.05
H -1.91 -2.47 1.81
*
```

Results of the Mulliken charge analysis, in e, for atoms 1 through 8:
1 C -1.035
2 C -0.575
3 S -0.067
4 S -0.114
5 C 0.114
6 C -1.220
7 H 0.269
8 H 0.376

---

Version z
Below is a cluster of 2 separate species, C4H12OS2 in total, with properties calculated with wB97M-V/def2-TZVPD.

Values from the calculation:
Gap between HOMO and LUMO: 9.33 eV
Molecular weight: 140.3 g mol⁻¹
LUMO: 0.74 eV

Structure (ORCA input):
```
! RIJCOSX wB97M-V def2-TZVPD def2/J DEFGRID3
* xyz 0 1
C 0.56 2.55 -0.33
C 1.35 1.45 0.17
S 0.98 -0.27 -0.50
S -0.01 -1.39 0.84
C -1.71 -1.74 0.28
C -2.72 -0.95 1.20
H -0.55 2.17 -0.18
H 0.86 2.53 -1.53
H 0.32 3.52 0.21
H 1.16 1.49 1.27
H 2.48 1.78 -0.01
H -1.86 -1.19 -0.67
H -2.01 -2.82 0.11
H -3.65 -1.50 1.31
H -2.90 -0.02 0.75
H -2.35 -0.71 2.23
O 3.56 -1.35 -2.00
H 3.37 -1.28 -1.07
H 3.13 -2.28 -2.08
*
```

Results of the Mulliken charge analysis, in e, for atoms 1 through 8:
1 C -0.759
2 C -0.389
3 S -0.123
4 S -0.098
5 C -0.373
6 C -0.988
7 H 0.116
8 H 0.197

---

The structure with the most favorable energy is version x; the runner-up is 0.146 eV above it.

---

Version w
Below is the ion HO3S3 with charge -1, with properties calculated with wB97M-V/def2-TZVPD.

Values from the calculation:
Gap between HOMO and LUMO: 7.92 eV
Molecular weight: 145.2 g mol⁻¹
LUMO: 3.04 eV

Structure (ORCA input):
```
! RIJCOSX wB97M-V def2-TZVPD def2/J DEFGRID3
* xyz -1 1
O -0.72 -1.24 -0.57
S -0.88 -0.17 0.40
O -1.65 1.03 0.01
O -1.64 -0.76 2.19
S 1.39 0.16 0.74
S 1.51 1.05 -1.07
H 1.99 -0.07 -1.69
*
```

In the Mulliken picture, each atom carries the following charge in e:
1 O -0.488
2 S 0.897
3 O -0.494
4 O -0.702
5 S -0.157
6 S -0.209
7 H 0.154

---

Version x
Below is a structure of composition HO3S3, with properties calculated with wB97M-V/def2-TZVPD.

Values from the calculation:
Gap between HOMO and LUMO: 7.82 eV
Molecular weight: 145.2 g mol⁻¹
LUMO: 3.39 eV

Structure (ORCA input):
```
! RIJCOSX wB97M-V def2-TZVPD def2/J DEFGRID3
* xyz -1 1
O -0.47 -1.14 -0.77
O -1.31 0.97 0.00
O 1.15 0.25 0.40
S 0.39 1.08 -2.24
S 0.81 -0.88 1.50
S -0.22 0.25 -0.64
H -0.36 -0.52 1.75
*
```

In the Mulliken picture, each atom carries the following charge in e:
1 O -0.535
2 O -0.583
3 O -0.254
4 S -0.496
5 S -0.120
6 S 0.885
7 H 0.103

---

Version y
Below is a cluster of 2 separate species, HO3S3 in total, with properties calculated with wB97M-V/def2-TZVPD.

Values from the calculation:
Gap between HOMO and LUMO (spin up / spin down): 4.48 / 4.54 eV
Molecular weight: 145.2 g mol⁻¹
LUMO (spin up / spin down): -0.07 / -0.08 eV

Structure (ORCA input):
```
! RIJCOSX wB97M-V def2-TZVPD def2/J DEFGRID3
* xyz -1 1
O 0.59 0.37 0.93
O -0.26 1.08 -1.25
O 2.06 0.32 -1.03
S -2.27 -0.37 1.48
S 0.15 -1.72 -0.93
S 0.70 0.28 -0.52
H -0.98 0.04 1.32
*
```

In the Mulliken picture, each atom carries the following charge in e:
1 O -0.623
2 O -0.529
3 O -0.577
4 S -0.297
5 S -0.200
6 S 0.973
7 H 0.253

---

The structure with the most favorable energy is version x; the runner-up is 1.892 eV above it.